(1)
DFT (wB97M-V/def2-TZVPD) results for a molecular structure, C36H34IrN8O4S2.

Computed properties:
Total charge: +1
Gap between HOMO and LUMO (spin up / spin down) (eV): 5.838 / 5.984
Calculated total energy (Eh): -3031.7125
Strongest force on any atom (eV/Å): 4.77
Highest occupied orbital energy (spin up / spin down) (Eh): -0.385 / -0.386
Relative energy (zero: lowest compared OMol25 entry of this formula, charge and spin) (kcal per mole): 33.6
E_LUMO (spin up / spin down) (eV): -4.6 / -4.5

Structure (XYZ):
```
85
C36H34IrN8O4S2 (wB97M-V/def2-TZVPD)
Ir -0.63 -1.26 0.17
O 3.85 -1.47 -0.79
C 4.28 -1.48 0.50
C 5.65 -1.45 0.70
C 6.17 -1.46 1.98
C 5.32 -1.49 3.09
C 3.96 -1.51 2.89
C 3.41 -1.50 1.61
C 1.94 -1.49 1.44
O 1.45 -1.62 0.23
N 1.20 -1.33 2.49
N -0.15 -1.25 2.24
C -0.89 -1.27 3.31
S -2.60 -1.04 3.39
C -2.59 -0.68 5.18
C -1.57 -1.60 5.81
S -0.05 -1.47 4.83
H 2.88 -1.56 -0.78
H 6.30 -1.42 -0.17
H 7.24 -1.45 2.12
H 5.73 -1.50 4.09
H 3.28 -1.54 3.74
H -3.60 -0.85 5.54
H -2.32 0.37 5.33
H -1.91 -2.63 5.79
H -1.33 -1.31 6.83
C -0.39 1.46 -4.21
C -0.21 0.05 -3.70
C 0.90 -0.68 -4.09
C 1.11 -1.98 -3.63
C 0.20 -2.55 -2.76
C -0.93 -1.82 -2.36
N -1.84 -2.40 -1.43
C -2.07 -3.81 -1.29
C -2.06 -4.65 -2.39
C -2.35 -6.00 -2.22
C -2.64 -6.49 -0.96
C -2.67 -5.64 0.13
C -2.40 -4.29 -0.02
C -2.48 -3.39 1.19
O -2.64 -3.88 2.29
O -2.41 -2.08 1.01
C -1.15 -0.51 -2.83
C -2.36 0.31 -2.45
H 0.42 1.73 -4.88
H -0.42 2.17 -3.39
H -1.33 1.56 -4.76
H 1.62 -0.24 -4.77
H 1.98 -2.54 -3.94
H 0.37 -3.54 -2.37
H -2.70 -1.88 -1.32
H -1.84 -4.25 -3.37
H -2.35 -6.65 -3.08
H -2.86 -7.55 -0.83
H -2.91 -6.00 1.12
H -2.98 -0.13 -1.67
H -2.99 0.47 -3.32
H -2.05 1.29 -2.09
C -0.99 1.82 1.92
C 0.02 1.72 0.84
N 0.13 0.73 -0.04
C 1.21 1.01 -0.86
C 1.74 2.19 -0.48
N 0.98 2.63 0.59
C 1.19 3.90 1.26
N 1.03 4.99 0.36
N 2.09 5.80 0.08
N 1.74 6.69 -0.74
C 0.41 6.50 -1.07
C -0.43 7.21 -1.93
C -1.72 6.76 -2.06
C -2.18 5.64 -1.35
C -1.37 4.93 -0.49
C -0.06 5.40 -0.36
H -1.77 1.09 1.74
H -1.44 2.81 1.95
H -0.54 1.61 2.89
H 1.51 0.34 -1.65
H 2.57 2.75 -0.86
H 2.21 3.95 1.63
H 0.50 3.96 2.10
H -0.06 8.07 -2.47
H -2.41 7.28 -2.72
H -3.21 5.32 -1.49
H -1.74 4.07 0.05
```

(2)
DFT (wB97M-V/def2-TZVPD) results for a molecular structure, C36H34N2NaO3PS2.

Computed properties:
Total charge: -2
Gap between HOMO and LUMO (eV): 3.747
Calculated total energy (Eh): -3027.2202
Strongest force on any atom (eV/Å): 4.81
Highest occupied orbital energy (Eh): 0.001
E_LUMO (eV): 3.8

Structure (XYZ):
```
79
C36H34N2NaO3PS2 (wB97M-V/def2-TZVPD)
Na 0.00 0.00 0.00
C -0.90 1.39 2.29
C 0.32 1.98 1.99
C 0.17 2.71 0.80
C -1.15 2.56 0.37
C -1.82 1.74 1.29
H -1.12 0.79 3.16
H 1.23 1.90 2.57
H 0.94 3.29 0.31
H -1.59 3.01 -0.51
H -2.85 1.44 1.24
C 2.27 4.10 -0.81
C 1.81 2.65 -0.94
C 1.99 2.17 -2.38
C 2.51 1.76 0.10
C 4.01 1.64 0.00
O 4.27 0.30 0.40
C 3.09 -0.35 0.22
N 2.03 0.37 0.00
C 3.21 -1.84 0.28
C 4.52 -2.36 0.43
C 4.77 -3.73 0.45
C 3.72 -4.62 0.33
C 2.42 -4.14 0.19
C 2.12 -2.75 0.17
P 0.35 -2.26 0.00
C -0.42 -3.04 1.45
C -0.70 -2.22 2.55
C -1.30 -2.73 3.71
C -1.62 -4.08 3.79
C -1.34 -4.92 2.71
C -0.74 -4.40 1.55
C -0.23 -3.17 -1.47
C -1.55 -3.64 -1.57
C -1.99 -4.30 -2.72
C -1.14 -4.47 -3.81
C 0.16 -3.97 -3.74
C 0.61 -3.32 -2.59
H 1.69 4.75 -1.49
H 3.33 4.21 -1.06
H 2.12 4.47 0.21
H 0.73 2.62 -0.73
H 3.03 2.22 -2.71
H 1.40 2.79 -3.07
H 1.64 1.14 -2.51
H 2.24 2.12 1.11
H 4.52 2.33 0.69
H 4.41 1.79 -1.00
H 5.37 -1.69 0.52
H 5.79 -4.09 0.56
H 3.91 -5.69 0.34
H 1.63 -4.88 0.08
H -0.47 -1.15 2.52
H -1.52 -2.07 4.54
H -2.09 -4.48 4.68
H -1.59 -5.98 2.77
H -0.55 -5.09 0.73
H -2.25 -3.49 -0.76
H -3.02 -4.66 -2.78
H -1.49 -4.97 -4.71
H 0.83 -4.08 -4.60
H 1.62 -2.92 -2.59
O -5.39 -4.56 1.62
S -4.76 -4.38 0.33
O -4.68 -5.48 -0.62
N -3.33 -3.60 0.46
C -3.42 -2.41 -0.06
S -2.00 -1.45 0.00
C -4.73 -2.04 -0.62
C -5.14 -0.87 -1.23
C -6.47 -0.79 -1.68
C -7.35 -1.88 -1.52
C -6.92 -3.06 -0.90
C -5.61 -3.09 -0.47
H -4.45 -0.04 -1.36
H -6.82 0.12 -2.17
H -8.37 -1.80 -1.88
H -7.58 -3.91 -0.76
H 0.00 0.00 -1.88
```

(3)
DFT (wB97M-V/def2-TZVPD) results for a molecular structure, C36H35As3N3O8S2W.

Computed properties:
Total charge: +1
Gap between HOMO and LUMO (spin up / spin down) (eV): 6.892 / 8.078
Calculated total energy (Eh): -9729.5818
Strongest force on any atom (eV/Å): 1.35
Highest occupied orbital energy (spin up / spin down) (Eh): -0.377 / -0.421
Relative energy (zero: lowest compared OMol25 entry of this formula, charge and spin) (kcal per mole): 0.0
E_LUMO (spin up / spin down) (eV): -3.4 / -3.4
Spin multiplicity: 3

Structure (XYZ):
```
88
C36H35As3N3O8S2W (wB97M-V/def2-TZVPD)
W -0.49 0.21 0.95
C 0.32 -0.55 -2.66
C 1.32 -1.52 -2.05
As 0.81 -2.01 -0.20
C -0.51 -3.32 -0.83
C -0.22 -4.67 -0.92
C -1.15 -5.56 -1.45
C -2.38 -5.09 -1.91
C -2.66 -3.73 -1.85
C -1.73 -2.85 -1.31
C 2.39 -3.09 0.19
C 2.30 -4.21 1.01
C 3.42 -4.98 1.29
C 4.65 -4.62 0.76
C 4.75 -3.49 -0.04
C 3.63 -2.72 -0.32
As 0.17 0.97 -1.46
C 1.94 1.74 -1.62
C 2.51 2.44 -0.56
C 3.79 2.97 -0.70
C 4.49 2.81 -1.88
C 3.91 2.14 -2.95
C 2.64 1.61 -2.82
C -0.97 2.17 -2.44
C -2.25 1.75 -2.80
C -3.03 2.56 -3.61
C -2.54 3.79 -4.04
C -1.28 4.22 -3.65
C -0.49 3.41 -2.85
H -0.65 -1.01 -2.80
H 0.64 -0.16 -3.62
H 2.31 -1.07 -2.05
H 1.35 -2.47 -2.57
H 0.74 -5.07 -0.61
H -0.91 -6.61 -1.51
H -3.10 -5.78 -2.32
H -3.60 -3.35 -2.21
H -2.00 -1.81 -1.25
H 1.34 -4.52 1.42
H 3.33 -5.84 1.93
H 5.53 -5.21 0.98
H 5.70 -3.19 -0.45
H 3.75 -1.82 -0.89
H 1.96 2.59 0.35
H 4.22 3.52 0.13
H 5.49 3.22 -1.97
H 4.44 2.04 -3.88
H 2.20 1.12 -3.68
H -2.64 0.81 -2.44
H -4.02 2.24 -3.90
H -3.15 4.41 -4.69
H -0.91 5.18 -3.98
H 0.49 3.74 -2.54
N 1.85 0.97 4.22
N 2.71 0.32 3.34
C 2.41 0.14 2.02
O 3.15 -0.49 1.28
O 1.32 0.75 1.61
H 2.14 1.93 4.36
H 1.83 0.49 5.10
H 3.59 -0.06 3.65
O -4.12 -0.74 -0.48
As -3.28 -0.13 0.97
O -2.19 0.93 0.05
O -1.82 -1.24 1.01
C -3.70 2.77 1.72
C -4.91 3.36 1.48
C -4.96 4.74 1.63
C -3.84 5.47 2.00
C -2.63 4.83 2.22
C -2.56 3.44 2.06
S -1.00 2.65 2.25
O -0.36 2.48 0.92
O -0.25 3.39 3.21
O -1.29 1.21 2.63
H -4.91 -1.24 -0.25
H -5.78 2.79 1.20
H -5.90 5.26 1.44
H -3.90 6.54 2.12
H -1.74 5.38 2.52
S -0.44 -3.71 3.56
C -1.60 -2.62 4.16
C -1.25 -1.35 3.83
N -0.10 -1.23 3.10
C 0.44 -2.41 2.89
H -2.47 -2.94 4.71
H -1.79 -0.46 4.10
H 1.49 -2.54 2.68
```